# 1
Below is a structure of composition C16H24CaO5S4 in a non-equilibrium geometry, with properties calculated with ωB97M-V with the def2-TZVPD basis set.

The geometry in XYZ format:
```
50
Properties=species:S:1:pos:R:3:forces:R:3
Ca 0.062807 -0.739821 -0.247169 1.041 3.826 4.499
C 2.008380 2.985595 0.645620 -0.050 -0.347 0.017
C 1.170217 3.310517 1.872577 -0.309 0.007 -0.054
S -0.590066 2.883528 1.640433 0.141 -0.074 0.171
C -1.002265 2.212267 3.292561 0.041 0.181 -0.212
C -2.045671 1.099446 3.225164 0.143 -0.088 -0.406
S -1.813086 -0.098914 1.858637 -0.279 -0.035 0.539
C -1.485505 -1.654988 2.733117 -0.030 0.150 0.023
C -0.105923 -1.769972 3.367674 0.087 -0.075 -0.143
S 1.289338 -1.678592 2.186253 0.021 0.224 0.365
C 1.951629 -0.032606 2.640391 0.004 -0.271 -0.016
C 2.926133 0.476827 1.581706 -0.210 -0.031 -0.142
S 2.122763 1.239588 0.138878 0.375 0.421 0.109
H 3.027608 3.340842 0.803628 0.001 0.073 -0.060
H 1.607309 3.482889 -0.238489 0.042 0.061 0.007
H 1.237433 4.380377 2.070759 0.104 -0.007 0.050
H 1.543194 2.779631 2.748253 0.016 0.032 0.014
H -1.384013 3.030384 3.902836 0.018 -0.068 0.122
H -0.078339 1.853477 3.743603 -0.021 -0.019 0.027
H -3.036150 1.524717 3.073722 -0.012 0.018 0.068
H -2.052193 0.540077 4.160113 -0.072 0.035 0.037
H -1.608221 -2.402364 1.950741 -0.040 -0.061 0.033
H -2.259181 -1.804243 3.488352 0.009 -0.040 -0.004
H -0.024412 -2.742991 3.853043 -0.010 0.036 0.074
H 0.057358 -1.000821 4.124066 0.009 -0.029 0.045
H 2.452866 -0.131226 3.604802 -0.003 0.067 0.014
H 1.096959 0.632623 2.728817 0.054 0.033 0.030
H 3.512018 -0.350500 1.178278 0.110 0.063 0.035
H 3.609806 1.211850 2.006869 0.062 -0.037 0.005
O 2.096258 -2.445011 -3.242316 -0.170 0.090 0.143
C 1.314192 -1.822493 -2.548030 0.412 -0.198 -0.840
O 1.481234 -1.487185 -1.312416 2.499 -1.407 -2.156
C 0.019002 -1.269608 -3.217194 0.296 -0.099 0.145
C -0.102925 0.254806 -3.001233 0.104 0.021 -0.770
C -1.054314 0.855403 -4.041839 -0.045 -0.055 0.119
C -2.421228 0.318623 -3.540447 0.144 0.066 0.071
C -2.008773 -0.424838 -2.262211 -0.563 -0.227 -0.533
O -0.887503 0.359669 -1.791333 -0.733 1.034 -1.237
C -1.342661 -1.763231 -2.621243 0.068 -0.001 0.310
C -1.186377 -2.687823 -1.383339 -0.622 -0.940 -0.397
O -0.982503 -3.875326 -1.549908 0.005 0.212 -0.129
O -1.316740 -2.093755 -0.240728 -2.599 -2.604 -0.074
H 0.105478 -1.512343 -4.272379 -0.057 0.018 -0.022
H 0.848535 0.771054 -2.888139 -0.040 0.017 0.128
H -0.811115 0.537141 -5.053282 0.040 -0.018 0.006
H -1.021605 1.943777 -4.004412 0.006 -0.002 0.000
H -2.900439 -0.351695 -4.251419 -0.024 -0.004 0.006
H -3.107072 1.133851 -3.315143 -0.014 -0.018 0.003
H -2.765864 -0.486525 -1.486361 0.051 0.028 0.035
H -1.907115 -2.333531 -3.354503 -0.001 0.046 -0.054
```
Forces are in eV/Å.

---

# 2
Below is a cluster of 4 separate species, C16H24Cl6N2S in total in a non-equilibrium geometry, with properties calculated with ωB97M-V with the def2-TZVPD basis set.

The geometry in XYZ format:
```
49
Properties=species:S:1:pos:R:3:forces:R:3
C -2.688985 0.759835 -3.580419 0.380 0.292 -0.353
C -1.196284 0.176858 -3.396078 -0.216 -0.018 0.288
C -0.424271 0.773818 -2.078968 0.628 -1.834 -0.367
C 1.129073 0.939730 -2.539485 -1.225 0.006 0.069
C -0.602927 -0.377523 -0.940579 -2.418 -0.641 2.134
C 0.579295 -1.329190 -0.483319 -3.776 -1.641 2.594
C 0.229812 -2.420610 0.594722 -1.263 3.148 -2.391
C -1.243072 -2.470160 1.148488 -3.013 -0.406 1.558
N -1.822159 -3.370286 2.149858 -0.249 2.651 -2.288
S -3.483907 -2.986059 2.413757 3.156 1.287 -2.088
N -3.739770 -1.647985 1.365691 5.199 -1.933 -0.531
C -2.444526 -1.519898 0.750856 1.508 1.169 -1.597
C -2.055203 -0.473489 -0.347057 2.722 -1.005 0.164
H -3.415548 -0.102512 -3.846185 1.102 1.682 0.402
H -2.638425 1.540581 -4.434432 -0.434 -1.340 1.355
H -3.059592 1.326242 -2.639318 0.590 -1.114 -1.562
H -1.280000 -0.970887 -3.289794 0.353 1.868 -0.131
H -0.544239 0.392015 -4.330148 -1.221 -0.300 1.497
H -0.885829 1.758665 -1.716764 0.692 -1.479 -0.563
H 1.790638 1.370069 -1.706427 -0.920 -0.763 -1.316
H 1.092388 1.652492 -3.453518 0.383 -1.234 1.548
H 1.460761 -0.121627 -2.868281 -0.224 1.947 0.454
H 1.639262 -1.215454 -0.926976 -2.088 -0.308 0.995
H 1.026904 -3.154951 0.957250 -1.480 1.219 -0.507
H -2.878493 0.249400 -0.713602 1.699 -1.277 0.623
Cl 4.230387 -1.605420 -0.890238 0.014 -0.033 -0.048
C 4.981489 -0.018793 -0.574668 0.153 0.256 0.056
C 4.614934 0.527131 0.790054 0.300 -0.042 -0.029
Cl 2.897495 0.978198 0.890005 -0.066 -0.050 0.028
H 4.681115 0.662276 -1.373520 -0.066 -0.125 0.130
H 6.062064 -0.162733 -0.638893 -0.115 -0.020 0.086
H 5.192997 1.430024 0.996543 -0.049 -0.107 -0.068
H 4.822711 -0.196589 1.580581 -0.096 0.062 -0.140
Cl 4.655014 3.595667 2.643647 -0.005 0.045 0.025
C 5.158628 3.530304 4.350758 0.062 0.025 0.241
C 6.573894 3.011656 4.510413 -0.005 0.275 0.106
Cl 6.710664 1.287068 4.087483 -0.003 -0.035 -0.066
H 4.440640 2.910602 4.891533 0.126 0.005 -0.152
H 5.090027 4.548365 4.739814 0.096 -0.094 -0.061
H 6.888403 3.108647 5.551672 -0.111 -0.033 -0.085
H 7.277281 3.569789 3.889453 -0.152 -0.121 0.005
Cl -6.991768 -3.524217 -1.597077 -0.046 -0.016 -0.052
C -6.704497 -2.079873 -0.593843 0.125 0.153 0.183
C -7.838574 -1.822309 0.377883 0.249 -0.034 0.133
Cl -9.334891 -1.322808 -0.449020 -0.061 -0.017 -0.022
H -6.547448 -1.230371 -1.261498 -0.125 -0.133 0.059
H -5.777577 -2.256162 -0.044343 -0.147 0.042 0.005
H -7.566326 -1.011890 1.057378 0.039 -0.053 -0.136
H -8.061561 -2.707635 0.976611 -0.002 0.073 -0.183
```
Forces are in eV/Å.

---

no.,Kohn-Sham gap (eV),HOMO energy (eV)
1,8.477,-8.4685
2,7.166,-8.3279